Entry 1:
7
Properties=species:S:1:pos:R:3:forces:R:3:lowdin_charge:R:1 method="wB97M-V/def2-TZVPD" lumo_ev="6.419 / 6.419" charge=-2
N 0.767997 0.606148 0.531971 0.3 -0.3 1.0 -0.5119
O -0.492935 -0.281990 -1.883736 0.3 0.1 0.8 -0.4738
O 0.540790 0.518842 1.726774 0.6 -0.2 -0.2 -0.2813
O -1.460961 -0.959748 0.405141 -1.5 -1.0 1.4 -0.4044
P -0.385733 -0.440218 -0.405602 1.3 0.5 -2.4 0.0620
Cl -0.446505 2.460841 -0.052610 -0.7 1.2 -0.5 -0.2537
Cl 1.477347 -1.903875 -0.321940 -0.3 -0.3 0.0 -0.1369

---

Entry 2:
5
Properties=species:S:1:pos:R:3:forces:R:3:lowdin_charge:R:1 method="wB97M-V/def2-TZVPD" lumo_ev=-1.710
O -0.136771 -1.786172 0.321858 -3.1 5.2 -3.2 -0.5276
O 0.741679 0.215008 -0.965452 -1.0 0.8 0.7 -0.9157
S -0.726182 -0.520262 -0.474350 4.2 -4.6 4.0 0.6647
Cl 1.560253 1.256753 0.133254 -0.3 -0.8 -0.6 0.5900
Cl -1.438980 0.834673 0.984691 0.3 -0.6 -0.8 0.1886

---

Entry 3:
9
Properties=species:S:1:pos:R:3:forces:R:3:lowdin_charge:R:1 method="wB97M-V/def2-TZVPD" lumo_ev=-1.219 smiles="O=S(=O)(Cl)OS(=O)(=O)Cl"
O 0.749401 0.094892 0.185340 0.8 0.4 0.6 -0.5474
O -1.221323 1.450215 0.473349 0.6 0.6 -0.2 -0.3035
O -1.420808 -1.206584 0.127345 0.7 -1.2 0.4 -0.2754
O 0.782544 -2.240220 -0.607230 -0.8 -0.1 0.4 -0.2722
O 0.752614 2.746982 -0.287424 0.5 -1.8 0.8 -0.2760
S 0.029932 1.512562 -0.213445 -1.9 -0.7 0.5 0.2912
S -0.037608 -1.488425 0.272022 0.9 2.9 -1.0 0.3368
Cl -0.207733 0.959095 -2.074081 -0.4 0.1 -1.6 0.5212
Cl 0.572982 -1.828517 2.124126 -0.4 -0.2 0.0 0.5253

---

Computed molar mass, in the same sequence as the records: 163.88; 134.97; 215.04 g mol⁻¹.
Computed ΔE to the lowest compared entry with this formula, charge and spin, in the same sequence as the records: 0.0; 45.6; 1.7 kcal per mole.
Computed DFT total energy, in the same sequence as the records: -1542.2654; -1468.9347; -2092.8843 a.u..